# 1
Entry from OMol25: a 2-piece molecular cluster, H4I2Si2 overall in a non-equilibrium geometry (the ωB97M-V functional and the def2-TZVPD basis).

Last column: Mulliken spin population.
Cartesian coordinates (Å):
1 H 0.948 -2.604 1.077  0.0012
2 H 2.296 -1.915 -0.791  0.0011
3 Si 1.235 -1.483 0.087  -0.0073
4 Si -1.621 1.312 -0.057  1.4591
5 I 1.705 0.608 1.445  0.0484
6 I -2.934 3.386 0.340  0.2717
7 H -1.501 1.835 -1.576  0.2124
8 H -0.127 -1.139 -0.525  0.0134

2S+1: 3
HOMO-LUMO gap (spin up / spin down): 0.2489 / 0.2437 Ha
⟨S²⟩: 2.01
E_LUMO (spin up / spin down): -0.04 / -2.95 eV
Highest occupied orbital energy (spin up / spin down): -6.8 / -9.6 eV

# 2
Entry from OMol25: one molecule with the formula C18H25NO4 (the ωB97M-V functional and the def2-TZVPD basis).

Last column: Mulliken charge in e.
Cartesian coordinates (Å):
1 H -2.801 -1.856 0.699  0.4253
2 C 3.143 1.050 -0.281  0.0062
3 C 4.296 -1.635 -1.198  -1.5263
4 O -2.344 -0.364 2.465  -0.6957
5 H -2.268 2.415 1.944  0.3827
6 H 4.940 -1.822 1.469  0.4016
7 C 4.902 -0.557 -0.293  1.3991
8 H 0.799 3.388 -1.002  0.4468
9 O 4.389 0.724 -0.685  -0.4904
10 H -1.749 0.648 -0.452  0.2595
11 C -3.827 -1.133 -1.066  -0.7822
12 C 2.433 0.351 0.701  0.1755
13 H 4.502 -1.401 -2.240  0.3988
14 H 6.830 0.319 0.119  0.3978
15 C -5.029 0.993 -0.378  -1.2981
16 O 2.488 -1.512 2.167  -0.6466
17 C 1.132 0.733 1.040  0.1282
18 C 3.073 -0.762 1.420  0.4409
19 C -6.334 -1.066 -0.914  -1.7046
20 H 6.882 -1.415 -0.235  0.3960
21 C 4.567 -0.842 1.173  -0.9771
22 H -4.088 -2.132 -1.421  0.3896
23 H -4.974 -0.842 0.728  0.2026
24 H -6.405 -0.805 -1.968  0.3493
25 H -5.086 1.334 -1.410  0.3587
26 C -1.980 0.333 1.542  0.6690
27 C -5.030 -0.534 -0.321  0.8878
28 O -0.716 2.291 0.687  -0.5400
29 C 0.546 1.826 0.430  0.1869
30 H -7.190 -0.638 -0.397  0.4179
31 N -2.040 -0.019 0.247  0.1106
32 H 3.218 -1.688 -1.061  0.3660
33 H -3.597 -0.522 -1.943  0.3537
34 H -5.889 1.388 0.159  0.3908
35 H -0.812 1.731 2.690  0.3859
36 H -1.800 -1.812 -0.771  0.3281
37 H 6.629 -0.244 -1.539  0.4031
38 H -4.132 1.405 0.075  0.1683
39 H 0.627 0.145 1.791  0.7095
40 C -2.573 -1.282 -0.203  -1.0136
41 H 4.724 -2.605 -0.962  0.3843
42 C 1.267 2.535 -0.538  -0.7001
43 H -6.388 -2.148 -0.822  0.4223
44 C 2.539 2.151 -0.893  -0.7062
45 C -1.420 1.742 1.778  -0.7235
46 C 6.413 -0.471 -0.499  -1.7995
47 H 3.093 2.692 -1.643  0.4571
48 H 5.040 -0.087 1.810  0.4039

HOMO-LUMO gap: 0.3158 Ha
E_LUMO: 0.20 eV
Highest occupied orbital energy: -8.4 eV

# 3
Entry from OMol25: one molecule with the formula S2 in a non-equilibrium geometry (the ωB97M-V functional and the def2-TZVPD basis).

Last column: Mulliken charge in e.
Cartesian coordinates (Å):
1 S -0.883 0.249 0.107  0.0000
2 S 0.883 -0.249 -0.107  0.0000

HOMO-LUMO gap: 0.2120 Ha
E_LUMO: -2.39 eV
Highest occupied orbital energy: -8.2 eV

# 4
Entry from OMol25: C16H17MgNS as an isolated structure in a non-equilibrium geometry (the ωB97M-V functional and the def2-TZVPD basis).

Last column: Mulliken charge in e.
Cartesian coordinates (Å):
1 C 2.360 -1.156 -1.216  -0.5512
2 H 2.929 -1.924 0.784  0.4239
3 C 2.318 1.679 1.097  -0.7936
4 Mg 1.801 -5.050 -0.763  0.6409
5 H 0.281 -2.745 0.996  0.4802
6 C 2.109 -1.993 0.056  1.4600
7 H -0.436 3.244 2.339  0.3732
8 S -0.296 0.733 -1.826  0.0001
9 C -2.402 1.159 -0.214  0.5806
10 H 2.886 0.825 -1.914  0.3249
11 C -1.863 0.264 -1.164  0.6603
12 H 3.199 -1.631 -1.753  0.4140
13 H 2.108 -3.084 -0.285  -1.5721
14 H 1.487 -1.259 -1.872  0.3738
15 H -4.127 1.488 1.066  0.3675
16 C -0.363 2.126 0.470  0.6695
17 C 1.842 1.136 -0.084  0.1157
18 H -4.200 -2.162 -1.224  0.4305
19 H -5.198 -0.591 0.455  0.3989
20 H 3.757 0.272 -0.434  0.4494
21 C 0.490 1.373 -0.376  1.2909
22 H -2.177 2.782 0.889  0.3532
23 H 0.845 -1.200 1.656  0.2407
24 C -2.497 -0.912 -1.539  -0.4423
25 H 1.906 2.792 2.872  0.4066
26 C 2.790 0.308 -0.948  -1.2912
27 H -1.986 -1.550 -2.261  0.4784
28 C -4.248 -0.340 -0.017  -0.5889
29 H 3.360 1.483 1.344  0.4029
30 C -3.704 -1.230 -0.960  -0.6536
31 N -1.705 2.326 0.109  -0.1540
32 C 1.476 2.414 1.944  -0.9491
33 C -3.636 0.832 0.344  -0.7866
34 C 0.726 -1.773 0.730  -0.6728
35 H 0.008 -1.293 0.059  -0.0201
36 C 0.161 2.657 1.640  -0.8604

HOMO-LUMO gap: 0.0804 Ha
E_LUMO: -10.98 eV
Charge: +2
Highest occupied orbital energy: -13.2 eV

Energy (eV)
-32018.709; -28752.672; -21668.975; -34619.023